Model i:
ORCA calculation (wB97M-V/def2-TZVPD) on C5H10O as an isolated structure.

As for the net charge: 0. Its spin multiplicity is 1. For the gap between HOMO and LUMO, the calculation gives 8.924 eV.

Structure (XYZ):
```
16
C5H10O (wB97M-V/def2-TZVPD)
C -1.26043 1.44656 0.14252
C -0.64104 0.80905 -1.10005
C 0.04227 -1.11196 0.31661
C 0.90010 -0.88204 1.51831
C 0.80529 -1.25951 -0.93021
O 0.62268 0.18278 -0.76665
H -0.48047 1.91363 0.75916
H -1.77564 0.69863 0.75524
H -1.96943 2.23026 -0.15095
H -0.38911 1.57503 -1.84128
H -1.31137 0.06511 -1.54264
H 0.50228 -0.04616 2.10912
H 0.76928 -1.78136 2.13178
H 1.97647 -0.71041 1.34461
H 0.32492 -1.65848 -1.83072
H 1.88420 -1.47116 -0.91484
```

=====

Model ii:
ORCA calculation (wB97M-V/def2-TZVPD) on C5H10O as an isolated structure.

As for the net charge: 0. Its spin multiplicity is 1. For the gap between HOMO and LUMO, the calculation gives 10.695 eV.

Structure (XYZ):
```
16
C5H10O (wB97M-V/def2-TZVPD)
C -1.66893 0.73450 -0.10926
C -0.65030 -0.16622 0.56364
C -0.20351 -1.52119 0.02263
O 1.07359 -1.33640 0.66996
C 0.86384 0.10240 0.61616
C 1.58345 0.65063 -0.60257
H -1.79529 1.67162 0.44725
H -2.65318 0.25131 -0.15667
H -1.38722 0.99829 -1.13561
H -0.89287 -0.38479 1.61160
H -0.07426 -1.54989 -1.06941
H -0.75863 -2.40906 0.34336
H 1.20187 0.62880 1.51808
H 2.65633 0.49247 -0.44921
H 1.40909 1.72045 -0.75473
H 1.29602 0.11709 -1.51523
```

=====

Which is the most stable structure? model ii is the most stable.

=====

Model i:
ORCA calculation (wB97M-V/def2-TZVPD) on one molecule with the formula C5H10O.

As for the net charge: 0. Its spin multiplicity is 1. For the gap between HOMO and LUMO, the calculation gives 6.802 eV.

Structure (XYZ):
```
16
C5H10O (wB97M-V/def2-TZVPD)
O 0.11994 -1.67657 -1.25193
C 0.71796 -0.59110 -1.60090
C 1.07790 0.49181 -0.60563
C 0.72439 0.82704 0.75059
C -0.51408 -0.21986 1.38877
C -1.66194 -0.15485 0.36407
H 1.74614 -0.86238 -1.95135
H 1.89133 1.06655 -1.05848
H 0.21427 -0.08095 -2.45378
H 1.50500 0.74813 1.51167
H 0.17030 1.74513 0.94447
H 0.12477 -1.09891 1.37239
H -0.62781 0.22528 2.37015
H -2.63451 -0.03097 0.81893
H -1.31577 0.63076 -0.30665
H -1.53789 -1.01912 -0.29232
```

=====

Model ii:
ORCA calculation (wB97M-V/def2-TZVPD) on a 2-piece molecular cluster, C5H10O overall.

As for the net charge: 0. Its spin multiplicity is 1. For the gap between HOMO and LUMO, the calculation gives 8.998 eV. As for the SMILES: C/C=C1/CO1.C.

Structure (XYZ):
```
16
C5H10O (wB97M-V/def2-TZVPD)
C -1.11763 -1.01585 -0.05041
C -0.24319 0.04674 0.51847
C 1.07541 -0.11225 0.50774
C 1.97259 -0.65904 1.46007
O 1.72354 -1.29501 0.17719
H -2.16021 -0.73223 -0.20329
H -1.06604 -1.77299 0.74365
H -0.71191 -1.47972 -0.95217
H -0.67365 0.87557 1.06850
H 2.98242 -0.34143 1.65572
H 1.42187 -1.14122 2.26811
C -0.66419 1.52719 -1.44795
H -0.30609 2.52024 -1.67213
H -1.61595 1.58123 -0.90108
H -0.77387 0.86935 -2.30929
H 0.15689 1.12941 -0.86314
```

=====

Model iii:
ORCA calculation (wB97M-V/def2-TZVPD) on a 2-piece molecular cluster, C5H10O overall.

As for the net charge: 0. Its spin multiplicity is 1. For the gap between HOMO and LUMO, the calculation gives 8.945 eV. As for the SMILES: C=CC(=C)C.O.

Structure (XYZ):
```
16
C5H10O (wB97M-V/def2-TZVPD)
C 0.58109 1.90454 -1.03377
C 0.73400 0.89656 -0.14015
C -0.37619 0.42236 0.61846
C -0.29845 -0.62105 1.48426
C -1.78174 1.00961 0.60358
H -0.28989 2.10641 -1.62167
H 1.53880 2.35428 -1.28348
H 1.68322 0.35196 -0.07579
H -0.99085 -0.71347 2.31934
H 0.52278 -1.37366 1.31756
H -2.26984 1.05574 1.55860
H -1.68364 2.05547 0.25353
H -2.33772 0.47558 -0.21633
O 1.81554 -3.15256 -0.93545
H 1.75934 -2.76131 -1.81177
H 1.39357 -4.01045 -1.03690
```

=====

Which is the most stable structure? model iii is the most stable.

=====

Model i:
ORCA calculation (wB97M-V/def2-TZVPD) on one molecule with the formula C5H10O.

As for the net charge: 0. Its spin multiplicity is 1. For the gap between HOMO and LUMO, the calculation gives 10.624 eV. As for the SMILES: CC1(C)C[C@H]1O.

Structure (XYZ):
```
16
C5H10O (wB97M-V/def2-TZVPD)
C 0.53640 0.80234 -1.16465
C -0.11514 0.23588 0.08742
C 0.09908 0.99852 1.38280
C -1.35212 -0.61535 -0.02837
C -0.03055 -1.28303 0.17103
O 0.52861 -1.97601 -0.90151
H 0.90991 1.81645 -1.00993
H 1.42017 0.19433 -1.43517
H -0.11578 0.79236 -2.04291
H -0.15491 0.36779 2.24161
H -0.51587 1.90392 1.45689
H 1.14775 1.29754 1.49647
H -2.04339 -0.61789 0.80900
H -1.81186 -0.72753 -1.00489
H 0.19394 -1.71698 1.14713
H 1.30376 -1.47236 -1.20492
```

=====

Model ii:
ORCA calculation (wB97M-V/def2-TZVPD) on one molecule with the formula C5H10O.

As for the net charge: 0. Its spin multiplicity is 1. For the gap between HOMO and LUMO, the calculation gives 10.346 eV. As for the SMILES: CC(=O)C(C)C.

Structure (XYZ):
```
16
C5H10O (wB97M-V/def2-TZVPD)
C -0.75647 -1.56146 -1.25519
C -0.74286 -0.89823 0.06619
O -1.57462 -1.01190 0.94050
C 0.28713 0.36328 -0.03109
C 1.41908 -0.01551 0.90700
C -0.41981 1.65764 0.37264
H 0.19410 -1.54059 -1.76861
H -1.32693 -2.45724 -1.55995
H -1.09737 -0.49885 -1.44040
H 0.74781 0.55005 -1.03094
H 1.95121 -0.89610 0.52620
H 0.97958 -0.26305 1.87542
H 2.14352 0.79429 1.03405
H -0.99745 1.46831 1.27829
H -1.10746 2.02898 -0.40100
H 0.30283 2.45964 0.57362
```

=====

Which is the most stable structure? model i is the most stable.

=====

Model i:
ORCA calculation (wB97M-V/def2-TZVPD) on a 2-piece molecular cluster, C5H10O overall.

As for the net charge: 0. Its spin multiplicity is 1. For the gap between HOMO and LUMO, the calculation gives 10.731 eV. As for the SMILES: C=CC(=C)C.O.

Structure (XYZ):
```
16
C5H10O (wB97M-V/def2-TZVPD)
C 1.63822 -0.73098 0.73942
C 0.34478 -0.87860 1.09371
C -0.72044 0.03935 0.69498
C -1.07731 0.98736 1.50151
C -1.51246 -0.26906 -0.60960
H 2.15335 -0.02440 0.14621
H 2.40186 -1.30716 1.03444
H 0.09357 -1.86648 1.49068
H -1.90940 1.65626 1.33426
H -0.50718 1.12641 2.43866
H -2.58390 -0.51201 -0.38168
H -1.05619 -1.12410 -1.08135
H -1.52891 0.55205 -1.41595
O 1.14249 0.76173 -2.45006
H 0.70384 0.15631 -2.92769
H 1.05622 0.36085 -1.55727
```

=====

Model ii:
ORCA calculation (wB97M-V/def2-TZVPD) on one molecule with the formula C5H10O.

As for the net charge: 0. Its spin multiplicity is 1. For the gap between HOMO and LUMO, the calculation gives 10.725 eV. As for the SMILES: CC[C@H]1CCO1.

Structure (XYZ):
```
16
C5H10O (wB97M-V/def2-TZVPD)
C 2.16635 -0.13644 -0.38537
C 1.01939 0.58775 0.31553
C -0.30381 0.49708 -0.41144
C -1.06267 -0.83605 -0.39924
C -2.19514 -0.00503 0.23597
O -1.36061 1.13773 0.40310
H 1.94994 -1.20485 -0.50113
H 2.35365 0.27572 -1.38350
H 3.09473 -0.04720 0.18826
H 0.86126 0.17948 1.32148
H 1.25499 1.65213 0.43649
H -0.23083 0.94139 -1.42099
H -0.61292 -1.58632 0.26185
H -1.29495 -1.28883 -1.36784
H -2.63314 -0.36156 1.17119
H -3.00447 0.19382 -0.47064
```

=====

Which is the most stable structure? model ii is the most stable.

=====

Model i:
ORCA calculation (wB97M-V/def2-TZVPD) on one molecule with the formula C5H10O.

As for the net charge: 0. Its spin multiplicity is 1. For the gap between HOMO and LUMO, the calculation gives 10.313 eV. As for the SMILES: C=CCCOC.

Structure (XYZ):
```
16
C5H10O (wB97M-V/def2-TZVPD)
C 0.09547 1.05910 1.48882
C -0.98059 1.21188 0.72842
C -1.53990 0.01668 0.02343
C -0.51389 -0.33264 -1.11036
O 0.81897 0.04603 -0.83433
C 1.73707 -0.91186 -0.37056
H 0.41954 0.05760 1.76808
H 0.75599 1.87582 1.75152
H -1.26391 2.19658 0.36384
H -2.52099 0.22199 -0.42713
H -1.68937 -0.82631 0.70949
H -0.57152 -1.39742 -1.36897
H -0.79677 0.25450 -1.98958
H 1.33213 -1.61429 0.37408
H 2.15026 -1.48717 -1.20837
H 2.56749 -0.37048 0.10161
```

=====

Model ii:
ORCA calculation (wB97M-V/def2-TZVPD) on one molecule with the formula C5H10O.

As for the net charge: 0. Its spin multiplicity is 1. For the gap between HOMO and LUMO, the calculation gives 9.533 eV. As for the SMILES: C/C=C/OCC.

Structure (XYZ):
```
16
C5H10O (wB97M-V/def2-TZVPD)
C 2.15823 1.42282 -1.66903
C 1.08825 0.42184 -1.38832
C 0.32792 0.54083 -0.31080
O -0.50833 -0.42828 0.12868
C -0.94742 -0.20783 1.45671
C -1.57894 -1.49354 1.93104
H 2.18644 2.20567 -0.90057
H 3.13491 0.92229 -1.64181
H 1.99945 1.88442 -2.64569
H 0.98796 -0.44117 -2.04340
H 0.35611 1.45224 0.29058
H -1.66066 0.62844 1.46036
H -0.09648 0.07491 2.09616
H -2.05158 -1.35607 2.90692
H -0.82116 -2.27937 2.00546
H -2.33295 -1.81070 1.20575
```

=====

Which is the most stable structure? model ii is the most stable.

=====

Model i:
ORCA calculation (wB97M-V/def2-TZVPD) on a 2-piece molecular cluster, C2H4BrNO2 overall.

As for the net charge: 0. Its spin multiplicity is 1. For the gap between HOMO and LUMO (spin up / spin down), the calculation gives 8.013 / 8.010 eV.

Structure (XYZ):
```
10
C2H4BrNO2 (wB97M-V/def2-TZVPD)
C -1.24306 -0.71801 -0.45892
C 0.71153 -0.08070 0.68076
N 0.74510 1.16104 0.06524
O 1.45055 1.12753 -0.91594
O -0.00795 2.07882 0.40009
Br 1.95648 -1.33415 0.03308
H -1.59430 0.25538 0.02044
H -1.35318 -1.68604 -0.02881
H -0.99645 -0.75681 -1.54942
H 0.33129 -0.04705 1.75347
```

=====

Model ii:
ORCA calculation (wB97M-V/def2-TZVPD) on one molecule with the formula C2H4BrNO2.

As for the net charge: 0. Its spin multiplicity is 1. For the gap between HOMO and LUMO, the calculation gives 9.387 eV. As for the SMILES: CON(Br)C=O.

Structure (XYZ):
```
10
C2H4BrNO2 (wB97M-V/def2-TZVPD)
C -0.53935 -0.61654 -1.51767
O 0.15332 -0.81918 -0.24136
N 0.05873 0.31989 0.47860
Br -1.65800 0.41930 1.47965
C 1.21579 0.64967 1.54691
O 0.88891 1.24473 2.53013
H -1.46454 0.05291 -1.32977
H -0.99723 -1.61294 -1.85362
H 0.15429 -0.17273 -2.26782
H 2.18809 0.53487 1.17496
```

=====

Which is the most stable structure? model ii is the most stable.